Entry 1:
The following is a DFT calculation (the ωB97M-V functional and the def2-TZVPD basis) of C16H21BrIrN4O2 as an isolated structure.

```
! wB97M-V def2-TZVPD RIJCOSX def2/J DEFGRID3
* xyz 4 6
Ir 0.0657 -0.6372 -0.1362
Br 0.4016 -3.5416 -2.6917
O 1.4371 2.1491 3.6871
O -1.2180 -0.1822 -1.5357
N -2.5826 1.0650 -0.2314
N 1.2644 -0.9829 -1.8029
N 0.4757 -1.0009 1.5808
N 1.4063 0.8946 5.5926
C 0.6499 -0.0618 3.6374
C -1.6098 2.1662 -0.1045
C 0.9123 0.0657 2.2719
C -0.2314 -2.2579 3.4308
C -2.4112 0.1321 -1.1950
C 1.0108 -1.8104 -2.7760
C -3.8912 1.0801 0.3917
C 3.8981 1.2300 -3.4732
C 2.7880 0.2730 -3.1854
C -3.5804 -0.4593 -1.8151
C 2.3755 -0.1534 -1.9243
C 1.2044 1.0777 4.3196
C -0.0470 -1.1439 4.2038
C 0.0672 -2.1940 2.0665
C 1.3439 -1.4573 -4.1546
C 2.2143 -0.3979 -4.2862
H 1.5138 0.8873 1.9023
H 4.6506 0.8118 -4.1457
H -0.3160 -1.1736 5.2557
H -0.7077 1.8309 -0.6174
H 4.2794 1.6181 -2.5258
H 1.3877 -0.0380 5.9665
H 2.5650 -0.1511 -5.3144
H 3.4020 2.1501 -3.8949
H -0.5707 -3.2492 3.7286
H -4.5088 0.1691 -1.7032
H -4.5720 1.8415 -0.0684
H 0.9031 -1.9414 -4.9388
H -3.7640 -1.4822 -1.4542
H 1.9160 1.6176 6.0974
H -3.7500 1.3263 1.4908
H -0.1213 -3.0574 1.4066
H -3.3065 -0.5881 -2.8656
H -1.4174 2.3000 0.9896
H 2.9860 -0.0341 -1.0169
H -2.0771 3.1544 -0.3904
H -4.4355 0.1554 0.2282
*
```

The lowest unoccupied orbital energy (spin up / spin down) comes out at -13.52 / -16.63 eV. The value obtained for the gap between HOMO and LUMO (spin up / spin down) is 7.2 / 4.8 eV. The expectation value of S² is 8.80.


Entry 2:
The following is a DFT calculation (the ωB97M-V functional and the def2-TZVPD basis) of C16H21Cl5F3IrN4O7Se as an isolated structure.

```
! wB97M-V def2-TZVPD RIJCOSX def2/J DEFGRID3
* xyz 0 1
Ir -0.2453 -0.4299 -0.5532
Se 0.2282 -3.6084 -0.5186
Cl -2.1043 -0.9460 -6.0444
Cl -1.8157 -2.0505 -3.2402
Cl 0.6571 2.6385 -1.7792
Cl 0.2653 3.6368 -4.6052
Cl -1.0916 1.8863 -6.7682
F -4.6185 -2.2119 -0.0583
F -3.8927 -4.1218 0.6505
F -3.4881 -3.5172 -1.3757
O -2.1041 -1.2446 -0.3240
O -2.4357 -2.1897 1.7684
O 1.7663 0.1979 -0.6368
O 0.0223 -4.8217 -1.5199
O 1.2885 -3.7204 0.6771
O -1.2704 -3.3622 0.3574
O 0.4901 -2.1874 -1.3517
N -3.2173 0.4904 3.7715
N -1.2067 1.2776 0.1286
N 0.2488 -1.0171 1.4892
N 2.4242 -0.7370 -2.6012
C 2.6184 0.0216 -1.5362
C 0.5638 1.4356 1.9138
C -0.1539 1.5467 -2.9011
C -2.2926 -2.3677 0.3671
C -3.5865 -3.0781 -0.1256
C 3.9289 0.7329 -1.3900
C -1.8110 2.0748 2.3882
C -0.5847 0.2699 -2.4967
C -2.0936 0.6506 2.8594
C -1.1986 -0.4686 -3.5274
C -0.2989 2.0608 -4.1919
C 0.3645 0.0524 2.5297
C -0.8409 0.0426 3.4743
C -0.9024 1.2845 -5.1687
C -1.3528 0.0140 -4.8305
C -0.7120 2.0384 1.3282
H 1.3499 1.4081 1.1623
H 1.2485 -0.1776 3.1287
H 1.1342 -1.5134 1.4034
H -4.0177 1.0368 3.4761
H -2.9759 0.7901 4.7093
H 3.7349 1.7997 -1.2892
H -2.3252 0.0541 1.9770
H -1.4872 2.6951 3.2293
H -2.7182 2.5306 1.9782
H -0.5739 0.6225 4.3659
H 4.4093 0.3875 -0.4751
H -0.4033 -1.7218 1.8327
H -0.4831 3.0474 0.9836
H -2.1418 0.9128 0.3087
H -1.3024 1.9291 -0.6430
H 3.1595 -0.8554 -3.2747
H 4.5946 0.5594 -2.2324
H 1.6147 -1.3502 -2.6317
H -1.0570 -0.9761 3.8025
H 0.8960 2.1102 2.7084
H -3.2587 -1.7188 1.9546
*
```

The calculation puts the energy relative to the best compared isomer or geometry (same formula, charge and spin) at 131.3 kJ/mol. The lowest unoccupied orbital energy comes out at -0.06 eV. The value obtained for the gap between HOMO and LUMO is 8.6 eV.


Entry 3:
The following is a DFT calculation (the ωB97M-V functional and the def2-TZVPD basis) of a 3-piece molecular cluster, C16H21ClN4O5P overall.

```
! wB97M-V def2-TZVPD RIJCOSX def2/J DEFGRID3
* xyz 1 1
Cl 0.7504 -1.9904 2.0847
P 2.2554 -1.0445 3.3209
O -4.5925 -0.0304 -3.2955
O -4.6862 0.0805 -1.1063
O -1.6259 6.5147 -6.3438
O 1.5526 -0.8507 4.9040
O -2.0730 7.4778 -4.4239
N 3.7288 -2.1041 3.3800
N -4.1150 -0.2144 -2.1667
N -2.1084 6.5131 -5.2022
N 4.5114 -3.0451 6.1948
C -0.2791 -2.0314 -1.9111
C -4.0674 2.9764 -3.8851
C -3.4675 3.0092 -5.1451
C -0.8370 -1.7611 -3.1618
C -0.9664 -1.6943 -0.7441
C -2.7715 5.2872 -4.7417
C -2.8167 4.1654 -5.5802
C -2.2220 -1.0885 -0.8215
C -2.0932 -1.1582 -3.2520
C 4.8630 -1.6449 5.7442
C 3.3145 -3.6161 5.4673
C -2.7844 -0.8278 -2.0787
C -4.0142 4.0927 -3.0489
C 3.4335 -3.5158 3.8351
C -3.3638 5.2535 -3.4718
C 4.8484 -1.4097 4.1221
H 5.3354 -3.6921 6.1952
H -3.3311 6.1150 -2.8084
H 0.8092 -1.5494 4.9506
H -4.5805 2.0754 -3.5532
H 5.8650 -1.6732 3.5915
H -2.3569 4.1761 -6.5662
H -2.5157 -0.9570 -4.2342
H -0.2938 -2.0241 -4.0668
H -2.7448 -0.8320 0.0972
H 2.4130 -3.9087 3.3572
H 5.9884 -1.4593 6.0950
H 4.6763 -0.2396 3.9589
H -4.4828 4.0589 -2.0677
H -3.5108 2.1342 -5.7899
H 4.0437 -2.1790 2.3659
H 2.3405 -3.1452 5.9228
H 4.2356 -0.8013 6.3097
H 4.2956 -4.2488 3.4585
H -0.5244 -1.9068 0.2270
H 3.2668 -4.7776 5.7299
H 0.6972 -2.5087 -1.8456
*
```

The lowest unoccupied orbital energy comes out at -4.22 eV. The value obtained for the gap between HOMO and LUMO is 6.9 eV.


Entry 4:
The following is a DFT calculation (the ωB97M-V functional and the def2-TZVPD basis) of one molecule with the formula C16H21FN2O3S.

```
! wB97M-V def2-TZVPD RIJCOSX def2/J DEFGRID3
* xyz 0 1
S 1.6076 0.1179 -0.8768
F 7.1325 0.8417 0.9334
O 1.5906 -0.0173 -2.3026
O -2.4593 -0.2864 2.0555
O 0.7751 1.1237 -0.2791
N 1.3253 -1.4104 -0.2277
N -1.3208 -1.3829 0.4661
C -0.4073 -1.9156 1.4522
C 4.8781 1.4896 1.0682
C 3.2913 0.3680 -0.3232
C -2.5254 1.2956 -0.8260
C 4.2824 -0.4259 -0.8694
C 5.8638 0.6873 0.5177
C 0.4278 -2.2242 -1.0184
C 3.5734 1.3219 0.6357
C 5.5906 -0.2693 -0.4480
C -3.1948 0.0390 -0.2147
C -1.0120 -1.7057 -0.9141
C -4.5355 0.5260 0.3665
C 1.0087 -1.3906 1.1931
C -4.7344 1.9383 -0.1786
C -3.3094 2.4729 -0.2495
C -2.3072 -0.5380 0.8756
H -3.2170 3.3687 -0.8621
H -4.4456 0.5598 1.4534
H -1.7081 -2.4649 -1.2985
H -5.3567 -0.1418 0.1085
H 5.1374 2.2246 1.8132
H -5.3822 2.5393 0.4577
H 0.5141 -3.2594 -0.6802
H -1.4645 1.3628 -0.5870
H 2.7695 1.9274 1.0233
H 4.0158 -1.1477 -1.6238
H 0.7646 -2.1576 -2.0528
H 6.3925 -0.8665 -0.8519
H -0.4252 -3.0103 1.4155
H -2.6331 1.2781 -1.9124
H -3.3609 -0.7223 -0.9790
H -1.0885 -0.8068 -1.5303
H 1.0835 -0.3556 1.5320
H -2.9514 2.6966 0.7556
H 1.7456 -1.9968 1.7320
H -0.7617 -1.5864 2.4307
H -5.1694 1.9028 -1.1798
*
```

As for the SMILES: O=C(C1CCCC1)N1CCN(S(=O)(=O)c2ccc(F)cc2)CC1. The lowest unoccupied orbital energy comes out at 0.49 eV. The value obtained for the gap between HOMO and LUMO is 9.6 eV.


Entry 5:
The following is a DFT calculation (the ωB97M-V functional and the def2-TZVPD basis) of C16H21MnN5O3 as an isolated structure.

```
! wB97M-V def2-TZVPD RIJCOSX def2/J DEFGRID3
* xyz 4 4
Mn -1.1539 -2.2515 -1.6429
O 0.4489 -1.1759 3.6692
O 0.6724 2.1777 1.9170
O -2.5059 1.3013 1.9717
N 2.6602 -1.0510 1.3657
N 2.8364 2.3304 2.7927
N -1.6268 1.7445 -0.3722
N 2.0232 3.8452 1.1686
N -1.8474 -2.6486 0.2467
C 4.9451 -1.0251 0.1695
C -2.2592 -3.2991 -2.6548
C 3.7025 -0.8370 0.8632
C 0.1393 -1.1240 2.5679
C -2.3384 -2.9468 1.2623
C -2.4995 3.9312 -1.4072
C -1.0703 -4.0218 -2.2558
C 1.7487 2.7350 1.9404
C -0.8607 -1.3215 -3.3404
C -1.8086 0.3846 1.8876
C -2.9086 -3.3359 2.5013
C -2.1705 -1.9116 -3.1662
C 0.2840 -1.9653 -2.7391
C 0.1746 -3.2966 -2.1496
C 0.9868 4.6802 0.6099
C -2.0681 2.6038 -1.0400
H 1.0809 -3.7173 -1.7576
H 2.9648 4.2036 1.1275
H 0.5962 5.3722 1.3804
H 5.0189 -0.3193 -0.6324
H 0.1519 4.0825 0.2125
H 1.3939 5.3093 -0.2003
H 1.2092 -1.4081 -2.6323
H -1.5664 4.5216 -1.5761
H 5.8659 -1.0878 0.7567
H -0.7681 -0.2307 -3.4426
H -2.6850 -4.4253 2.6184
H 2.8609 1.3158 2.6850
H -2.3937 -2.7155 3.2760
H -3.1610 3.9035 -2.3000
H -3.0245 4.2609 -0.4759
H -3.2548 -3.7401 -2.4836
H -4.0038 -3.1126 2.4556
H 3.6690 2.5681 2.2296
H -3.0467 -1.2462 -3.2126
H 4.6582 -1.9891 -0.2440
H -1.0698 -5.0674 -1.9501
*
```

The calculation puts the energy relative to the best compared isomer or geometry (same formula, charge and spin) at 877.3 kJ/mol. The lowest unoccupied orbital energy (spin up / spin down) comes out at -14.32 / -18.18 eV. The value obtained for the gap between HOMO and LUMO (spin up / spin down) is 8.3 / 4.2 eV. The expectation value of S² is 3.89.


Entry 6:
The following is a DFT calculation (the ωB97M-V functional and the def2-TZVPD basis) of an isolated ion of composition C16H21N2 and charge +1.

```
! wB97M-V def2-TZVPD RIJCOSX def2/J DEFGRID3
* xyz 1 1
N -0.1435 0.4513 0.9310
N 1.2357 0.6871 1.2964
C -0.6108 -0.8062 1.7000
C 0.6464 1.8233 -1.0787
C -1.4840 0.6808 -1.1025
C -1.6900 1.9431 -1.5532
C -0.0864 0.4841 -0.5970
C 2.0752 -0.7929 -1.2840
C -0.9907 1.5932 1.6555
C 2.1220 -3.1816 -1.7216
C 0.7240 -3.1726 -1.6937
C 2.7780 -1.9707 -1.5341
C 0.0144 -1.9981 -1.4202
C -2.0858 -0.5831 1.9695
C -0.4566 2.7790 -1.5355
C 0.6858 -0.8187 -1.0527
C 2.0614 -0.1557 1.7459
C -2.3182 0.9337 2.0371
H 0.1711 -4.0952 -1.8555
H -2.6383 -1.0069 1.1196
H 1.8973 -1.0963 2.2992
H -0.0883 -0.7875 2.6794
H -2.4341 -1.0862 2.8867
H -2.1279 -0.1707 -1.2267
H -1.0839 -2.0161 -1.4436
H -1.0528 2.4905 1.0299
H -2.6661 1.2580 3.0258
H -0.4415 1.8103 2.5840
H 2.6556 0.1395 -1.2119
H 1.2567 2.2127 -0.2811
H 3.1211 0.1305 1.5821
H -0.3485 -1.7164 1.1562
H -2.6481 2.3699 -1.8031
H -3.0763 1.2511 1.3095
H -0.2800 3.3581 -2.4707
H 3.8745 -1.9643 -1.5581
H 2.6543 -4.1109 -1.8807
H 1.2905 1.5844 -1.9417
H -0.5121 3.5496 -0.7614
*
```

As for the SMILES: C=N[N+]1([C@@]2(c3ccccc3)C=CCC2)CCCC1. The calculation puts the energy relative to the best compared isomer or geometry (same formula, charge and spin) at 362.9 kJ/mol. The lowest unoccupied orbital energy comes out at -2.83 eV. The value obtained for the gap between HOMO and LUMO is 9.6 eV.


Number 1: largest force on an atom 5.62 eV/A, E_tot -3668.24608 Eh. Number 2: largest force on an atom 0.26 eV/A, E_tot -6474.36586 Eh. Number 3: largest force on an atom 4.44 eV/A, E_tot -2018.55207 Eh. Number 4: largest force on an atom 1.14 eV/A, E_tot -1455.57852 Eh. Number 5: largest force on an atom 16.45 eV/A, E_tot -2270.74179 Eh. Number 6: largest force on an atom 3.91 eV/A, E_tot -731.45144 Eh.